ORCA calculation (ωB97M-V/def2-TZVPD) on a single C6H10O molecule.

For the total energy, the calculation gives -309.70817 Ha. As for the largest force on an atom: 0.56 eV Å⁻¹. For the LUMO energy, the calculation gives -0.084 eV. Its HOMO-LUMO gap is 8.2 eV.

Last columns: bonded neighbours and bond lengths (Å).
Element x y z (Å)
1 C 1.785 0.338 0.659  C2 1.527, H8 1.096, H9 1.097, H10 1.095
2 C 1.392 -1.023 0.087  C1 1.527, C3 1.556, H11 1.095, H14 1.095
3 C -0.144 -1.217 -0.070  C2 1.556, C4 1.484, H12 1.099, H13 1.099
4 C -0.524 -0.418 -1.262  C3 1.484, C5 1.495
5 C -1.256 0.855 -0.981  C4 1.495, C6 1.516, H15 1.096, H16 1.108
6 C -2.265 0.943 0.147  C5 1.516, O7 1.209, H17 1.111
7 O -2.009 0.775 1.316  C6 1.209
8 H 1.226 0.556 1.576  C1 1.096
9 H 1.600 1.155 -0.049  C1 1.097
10 H 2.854 0.362 0.895  C1 1.095
11 H 1.751 -1.812 0.757  C2 1.095
12 H -0.296 -2.276 -0.320  C3 1.099
13 H -0.637 -0.993 0.887  C3 1.099
14 H 1.869 -1.180 -0.886  C2 1.095
15 H -1.658 1.304 -1.896  C5 1.096
16 H -0.381 1.466 -0.682  C5 1.108
17 H -3.305 1.163 -0.178  C6 1.111